Version one
2 unconnected molecules or ions with the total composition C6H16N2O. Source: OMol25; level of theory: ωB97M-V/def2-TZVPD.

Output
* SMILES: C=C(C)ON.CCNC
* Kohn-Sham gap: 9.659 eV
* LUMO level: 0.952 eV

The geometry in ORCA input format:
```
! wB97M-V def2-TZVPD RIJCOSX def2/J DEFGRID3
* xyz 0 1
C -0.96671 -2.68213 -1.21605
C -0.25990 -1.66090 -1.69440
C 1.21545 -1.49994 -1.50710
O -0.96423 -0.61686 -2.24597
N -0.24053 0.62503 -2.30649
H -0.47486 -3.58455 -0.90102
H -2.02812 -2.75009 -1.38414
H 1.62693 -2.39274 -1.04482
H 1.43317 -0.64208 -0.87262
H 1.69606 -1.32450 -2.46965
H -0.23174 0.87267 -3.29569
H -0.83948 1.29468 -1.81704
C 0.94457 2.63535 1.39475
C 0.86956 1.12744 1.64910
N -0.51307 0.85397 1.17146
C -1.31142 -0.05189 1.98165
H 1.26420 2.87309 0.38010
H -0.28539 2.66561 1.48111
H 1.60184 3.13761 2.10789
H 1.63449 0.56909 1.09342
H 0.89575 0.90017 2.71891
H -0.47171 0.49286 0.22116
H -2.23383 -0.27131 1.44314
H -1.53987 0.44256 2.92588
H -0.82117 -1.01313 2.18640
*
```

Taken from the Mulliken analysis, the atomic charges in e are: -1.107 0.841 -0.775 -0.250 -0.505 0.275 0.292 0.344 0.100 0.317 0.222 0.258 -1.043 -0.288 -0.254 -1.062 0.232 0.308 0.315 0.264 0.376 0.131 0.332 0.359 0.315

Version two
2 unconnected molecules or ions with the total composition C6H16N2O. Source: OMol25; level of theory: ωB97M-V/def2-TZVPD.

Output
* SMILES: CC(C)(N)O.C/C=N/C
* Kohn-Sham gap: 9.748 eV
* LUMO level: 0.902 eV

The geometry in ORCA input format:
```
! wB97M-V def2-TZVPD RIJCOSX def2/J DEFGRID3
* xyz 0 1
C 2.80623 0.11414 -1.49980
C 1.61275 -0.00669 -0.58304
C 1.00873 -1.40705 -0.57381
N 2.26611 0.22121 0.85754
O 0.67704 0.96642 -0.91247
H 2.68988 -0.48390 -2.39710
H 3.64061 -0.24825 -0.83903
H 2.99968 1.15234 -1.75385
H 0.60752 -1.64209 -1.55814
H 1.77521 -2.13235 -0.31897
H 0.20462 -1.46158 0.15675
H 2.63526 1.16633 0.92068
H 1.59972 0.11540 1.61476
H -0.13675 0.83299 -0.37199
C -2.94395 -0.32674 -0.94512
C -2.64916 0.07310 0.45511
N -1.51888 0.50455 0.79850
C -1.25005 0.88785 2.15595
H -2.07788 -0.16396 -1.58060
H -3.22723 -1.37942 -0.97583
H -3.78784 0.24909 -1.32409
H -3.47672 -0.01688 1.17345
H -0.89192 1.91983 2.15565
H -0.43730 0.26321 2.53348
H -2.12569 0.80245 2.81198
*
```

Taken from the Mulliken analysis, the atomic charges in e are: -1.550 1.507 -1.531 -0.704 -0.566 0.345 0.381 0.363 0.334 0.405 0.282 0.250 0.207 0.436 -1.071 0.083 -0.187 -1.090 0.178 0.301 0.354 0.336 0.309 0.263 0.366

It turns out version two is the most stable, with the second structure 312.9 kJ/mol higher.

Version one
2 unconnected molecules or ions with the total composition C6H16N2O. Source: OMol25; level of theory: ωB97M-V/def2-TZVPD.

Output
* SMILES: CC(C)[C@@H](C)/C=[NH+]/[O-].N
* Kohn-Sham gap: 9.090 eV
* LUMO level: 0.709 eV

The geometry in ORCA input format:
```
! wB97M-V def2-TZVPD RIJCOSX def2/J DEFGRID3
* xyz 0 1
C -2.01046 0.66540 0.76595
C -0.81898 -0.32478 0.39678
C -1.29764 -1.62322 0.95719
C -0.45655 -0.47344 -1.07796
C -0.23951 0.85083 -1.86749
C 0.82140 -1.40795 -1.20702
N 1.92078 -1.22752 -0.56985
O 2.99954 -1.94680 -0.76332
H -2.89255 0.10677 0.59627
H -1.90547 0.76174 1.84088
H -2.05190 1.70300 0.45015
H 0.01716 0.07612 0.96973
H -2.30619 -2.04408 0.64340
H -0.65903 -2.45705 0.77173
H -1.39926 -1.52635 2.01775
H -1.27850 -0.81014 -1.69975
H -1.17138 1.30060 -2.13737
H 0.27034 0.75317 -2.78284
H 0.34932 1.73139 -1.31225
H 0.66914 -2.16437 -1.95396
H 1.88331 -0.52790 0.23404
N 2.17416 2.01706 1.32593
H 2.44006 2.86125 0.80708
H 2.03554 2.41298 2.26191
H 2.90668 1.29328 1.33303
*
```

Taken from the Mulliken analysis, the atomic charges in e are: -1.591 0.971 -1.641 0.489 -1.575 -0.555 0.405 -0.690 0.410 0.421 0.385 -0.050 0.331 0.404 0.433 0.195 0.461 0.487 0.158 0.461 0.078 -0.684 0.214 0.230 0.254

Version two
2 unconnected molecules or ions with the total composition C6H16N2O. Source: OMol25; level of theory: ωB97M-V/def2-TZVPD.

Output
* SMILES: CCNC(C)=O.CNC
* Kohn-Sham gap: 9.362 eV
* LUMO level: 0.885 eV

The geometry in ORCA input format:
```
! wB97M-V def2-TZVPD RIJCOSX def2/J DEFGRID3
* xyz 0 1
C 3.24597 -0.21324 0.08264
C 1.89353 -0.49363 0.72647
N 0.86146 -0.70179 -0.28181
C -0.56567 -1.13149 0.03139
C -0.93589 -1.04779 1.49794
O -1.06946 -1.94494 -0.73167
H 3.99358 0.00235 0.84730
H 3.18575 0.64235 -0.59162
H 3.58413 -1.08034 -0.48763
H 1.97733 -1.36650 1.38662
H 1.59459 0.35402 1.34981
H 1.18074 -1.24667 -1.07519
H -0.49255 -1.89824 2.01560
H -0.59451 -0.12945 1.96701
H -2.01799 -1.12031 1.58103
C -1.48013 1.79490 0.18155
N -1.07268 0.72677 -0.71088
C -1.96891 0.54745 -1.83708
H -0.71615 1.96459 0.94036
H -2.41689 1.53151 0.68085
H -1.63850 2.73960 -0.35428
H 0.09085 0.60466 -0.85715
H -2.98113 0.35335 -1.47063
H -2.00270 1.43445 -2.48510
H -1.65474 -0.32163 -2.40553
*
```

Taken from the Mulliken analysis, the atomic charges in e are: -1.404 -0.148 -0.318 0.891 -1.428 -0.708 0.391 0.334 0.363 0.284 0.228 0.252 0.389 0.349 0.316 -1.004 -0.089 -0.977 0.275 0.316 0.334 0.408 0.325 0.314 0.303

It turns out version two is the most stable, with the second structure 173.6 kJ/mol higher.

Version one
2 unconnected molecules or ions with the total composition C6H12NO. Source: OMol25; level of theory: ωB97M-V/def2-TZVPD.

Output
* Kohn-Sham gap: 8.997 eV
* LUMO level: -3.465 eV

The geometry in ORCA input format:
```
! wB97M-V def2-TZVPD RIJCOSX def2/J DEFGRID3
* xyz 1 1
C 2.10319 0.35682 0.09466
C -0.66447 -1.24518 1.28403
C -1.14470 -1.22569 -0.18451
C -0.22932 -0.15586 0.35285
C 2.95268 -0.46591 -0.78896
C -0.81778 1.95374 -0.76319
N -0.77797 1.18288 0.53494
O 2.10231 1.31491 0.76903
H -1.44967 -1.08664 1.99027
H 0.12456 -1.79662 1.66206
H -0.57415 -1.95305 -0.71473
H -2.09883 -1.03265 -0.64089
H 3.30880 -1.49066 -0.31353
H 3.95440 -0.01780 -0.91819
H 2.56334 -0.71680 -1.77223
H 0.18616 1.99705 -1.16560
H -1.48598 1.48544 -1.53536
H -1.19832 2.93605 -0.50601
H -1.74232 0.95081 0.75935
H -0.26119 1.65327 1.19245
*
```

Taken from the Mulliken analysis, the atomic charges in e are: 0.955 -0.835 -0.597 -0.048 -1.169 -0.783 0.000 -0.358 0.276 0.246 0.257 0.307 0.312 0.398 0.306 0.312 0.292 0.377 0.409 0.344

Version two
2 unconnected molecules or ions with the total composition C6H12NO. Source: OMol25; level of theory: ωB97M-V/def2-TZVPD.

Output
* Kohn-Sham gap: 3.691 eV
* LUMO level: -8.344 eV

The geometry in ORCA input format:
```
! wB97M-V def2-TZVPD RIJCOSX def2/J DEFGRID3
* xyz 1 1
O -0.21685 -2.30336 -0.13585
C -0.85703 -1.40040 0.32598
C -0.24140 -0.04807 0.35415
C -0.60951 0.96098 1.27711
C -0.66289 2.41821 0.72682
C 0.82343 3.96023 -0.57174
C 0.29458 2.76637 -0.34209
N 1.08712 -5.09792 -1.29787
H -1.85315 -1.57544 0.76365
H 0.63673 0.04890 -0.27814
H -1.55126 0.57862 1.70393
H 0.09768 0.88359 2.13483
H -0.74456 3.14820 1.53018
H -1.67748 2.41610 0.30093
H 1.49780 4.04772 -1.40382
H 0.64807 4.80606 0.07501
H 0.63757 2.00940 -1.03271
H 0.78705 -4.92623 -2.25042
H 1.26046 -4.22138 -0.83381
H 1.91066 -5.68015 -1.29190
*
```

Taken from the Mulliken analysis, the atomic charges in e are: -0.266 -0.324 0.360 -0.572 -0.322 -0.923 0.121 -0.628 0.356 0.402 0.411 0.386 0.384 0.278 0.270 0.286 0.128 0.221 0.204 0.228

It turns out version one is the most stable, with the second structure 48.3 kJ/mol higher.

Version one
A gas-phase ion, C6H12NO (charge +1). Source: OMol25; level of theory: ωB97M-V/def2-TZVPD.

Output
* SMILES: C=[N+](CC)CCC=O
* Kohn-Sham gap: 8.940 eV
* LUMO level: -4.726 eV

The geometry in ORCA input format:
```
! wB97M-V def2-TZVPD RIJCOSX def2/J DEFGRID3
* xyz 1 1
C -0.84236 -1.65504 -0.50502
N 0.10188 -0.84230 -0.42102
C 1.38241 -1.08542 -1.03620
C 2.17449 0.11498 -1.58820
C -0.13868 0.38379 0.44879
C -1.42399 0.68865 1.16095
C -1.77757 1.99393 2.00517
O -0.99601 2.81076 2.38372
H -1.83082 -1.57121 0.00254
H -0.62524 -2.51401 -1.10614
H 1.93829 -1.83217 -0.41897
H 1.15670 -1.71426 -1.82547
H 1.56669 0.67423 -2.27401
H 2.23243 0.64031 -0.62686
H 3.18163 -0.28146 -1.88076
H 0.04827 1.23602 -0.20904
H 0.67677 0.33174 1.20660
H -2.21776 0.70757 0.46518
H -1.78267 -0.09541 1.87409
H -2.82447 2.00931 2.34467
*
```

Taken from the Mulliken analysis, the atomic charges in e are: -0.168 0.160 -0.475 -1.087 -0.131 -1.199 -0.174 -0.404 0.274 0.281 0.399 0.397 0.342 0.355 0.339 0.401 0.402 0.495 0.438 0.354

Version two
A gas-phase ion, C6H12NO (charge +1). Source: OMol25; level of theory: ωB97M-V/def2-TZVPD.

Output
* SMILES: C=CCC[C@H]([NH3+])C=O
* Kohn-Sham gap: 9.162 eV
* LUMO level: -4.036 eV

The geometry in ORCA input format:
```
! wB97M-V def2-TZVPD RIJCOSX def2/J DEFGRID3
* xyz 1 1
C 1.11853 -2.12999 -2.34998
C 0.31093 -1.37818 -1.62576
C 0.29115 -1.40357 -0.12607
C 0.89156 -0.13156 0.50424
C -0.11893 1.01610 0.40724
N 0.56696 2.35815 0.56465
C -1.23157 0.83685 1.42605
O -2.26841 0.32522 1.13285
H 1.18844 -2.19227 -3.42957
H 1.93310 -2.69911 -1.91317
H -0.45665 -0.82398 -2.15823
H 0.78094 -2.26273 0.23729
H -0.71320 -1.53920 0.24186
H 1.16991 -0.35584 1.53671
H 1.79647 0.14680 -0.03448
H -0.58081 0.97730 -0.57230
H 0.30479 2.79412 1.44897
H 0.29029 2.97902 -0.19898
H 1.56524 2.19885 0.43356
H -1.02800 1.16247 2.46541
*
```

Taken from the Mulliken analysis, the atomic charges in e are: -0.831 -0.025 -0.870 -0.848 -0.040 -0.139 -0.140 -0.362 0.289 0.249 0.288 0.467 0.352 0.383 0.518 0.233 0.380 0.378 0.368 0.351

It turns out version two is the most stable, with the second structure 69.2 kJ/mol higher.

Version one
A single C4H7ClOS molecule. Source: OMol25; level of theory: ωB97M-V/def2-TZVPD.

Output
* SMILES: CC(C)(Cl)C(=O)S
* Kohn-Sham gap: 10.688 eV
* LUMO level: 0.380 eV

The geometry in ORCA input format:
```
! wB97M-V def2-TZVPD RIJCOSX def2/J DEFGRID3
* xyz 0 1
C -0.48372 -1.29232 -1.27251
C -0.45551 -0.45176 -0.00681
C -0.39142 -1.17216 1.30387
Cl -2.09030 0.48867 0.03264
C 0.60416 0.65021 -0.06543
O 0.37509 1.81614 -0.08710
S 2.32628 0.03018 0.02210
H -1.36240 -1.91490 -1.34134
H -0.52290 -0.64564 -2.21506
H 0.40059 -1.85123 -1.29228
H -1.28166 -1.70490 1.56709
H 0.49205 -1.81629 1.30013
H -0.27786 -0.47308 2.15607
H 2.22510 -1.31718 -0.14113
*
```

Taken from the Mulliken analysis, the atomic charges in e are: -1.190 0.674 -1.264 -0.198 0.470 -0.441 -0.180 0.385 0.328 0.287 0.403 0.268 0.355 0.102

Version two
A single C4H7ClOS molecule. Source: OMol25; level of theory: ωB97M-V/def2-TZVPD.

Output
* SMILES: CC(C)(Cl)C(=O)S
* Kohn-Sham gap: 10.063 eV
* LUMO level: 0.054 eV

The geometry in ORCA input format:
```
! wB97M-V def2-TZVPD RIJCOSX def2/J DEFGRID3
* xyz 0 1
C -0.19148 0.53571 1.28662
C -0.34321 -0.35932 0.02191
C -0.68343 0.60790 -1.06727
Cl -1.72934 -1.51212 -0.00312
C 0.81301 -1.47660 0.00778
O 0.66502 -2.68691 0.01997
S 2.37078 -0.72948 -0.08464
H -1.14878 0.84269 1.50802
H 0.22531 -0.02706 2.21324
H 0.49501 1.46117 1.14021
H -1.66452 1.04401 -0.76192
H 0.00490 1.55689 -1.22347
H -0.46194 0.26106 -2.16932
H 1.64868 0.48207 -0.88799
*
```

Taken from the Mulliken analysis, the atomic charges in e are: -1.164 0.568 -1.251 -0.179 0.433 -0.483 -0.223 0.502 0.285 0.297 0.364 0.314 0.352 0.186

It turns out version one is the most stable, with the second structure 196.5 kJ/mol higher.

Version one
2 unconnected molecules or ions with the total composition H2N2O3. Source: OMol25; level of theory: ωB97M-V/def2-TZVPD.

Output
* SMILES: O=NN=O.O
* Kohn-Sham gap: 10.318 eV
* LUMO level: 0.236 eV

The geometry in ORCA input format:
```
! wB97M-V def2-TZVPD RIJCOSX def2/J DEFGRID3
* xyz 0 1
O -1.29065 1.40233 0.29821
N -1.20252 0.34973 -0.18810
N -1.01653 -0.77767 -0.19699
O -1.07097 -1.93402 -0.48825
O 1.37527 -0.02373 0.25751
H 2.31876 0.23767 0.35248
H 0.88663 0.74570 -0.03487
*
```

Taken from the Mulliken analysis, the atomic charges in e are: -0.573 0.486 0.627 -0.563 -0.627 0.321 0.329

Version two
A single H2N2O3 molecule. Source: OMol25; level of theory: ωB97M-V/def2-TZVPD.

Output
* SMILES: NO[N+](=O)[O-]
* Kohn-Sham gap: 11.011 eV
* LUMO level: 0.220 eV

The geometry in ORCA input format:
```
! wB97M-V def2-TZVPD RIJCOSX def2/J DEFGRID3
* xyz 0 1
N 0.32200 -0.83135 -0.69622
O 0.07250 -0.34223 0.57664
N -0.26516 0.96408 0.59793
O -0.76174 1.37365 -0.41348
O -0.27796 1.46413 1.72278
H 1.34730 -1.09096 -0.83529
H -0.43694 -1.53733 -0.95236
*
```

Taken from the Mulliken analysis, the atomic charges in e are: -0.371 -0.186 1.073 -0.489 -0.547 0.266 0.254

Version three
2 unconnected molecules or ions with the total composition H2N2O3. Source: OMol25; level of theory: ωB97M-V/def2-TZVPD.

Output
* Kohn-Sham gap (spin up / spin down): 9.372 / 7.279 eV
* LUMO level (spin up / spin down): 0.416 / -0.691 eV

The geometry in ORCA input format:
```
! wB97M-V def2-TZVPD RIJCOSX def2/J DEFGRID3
* xyz 0 1
N 0.59368 -0.98914 0.15081
N -2.25019 -0.84362 -1.47115
O -2.24722 -1.96464 -1.20985
O -1.01708 -2.39059 0.23655
O 0.14565 -2.05443 -0.31908
H 1.66629 -1.19034 0.32877
H -0.16567 -0.50053 0.34665
*
```

Taken from the Mulliken analysis, the atomic charges in e are: -0.269 0.105 -0.071 -0.343 0.024 0.287 0.267

It turns out version one is the most stable, with the second structure 9.0 kJ/mol higher.